(1)
{
  "formula": "C5H13N",
  "method": "ωB97M-V/def2-TZVPD",
  "homo_lumo_gap_ev": [8.664, 6.011],
  "s2": 0.755,
  "spin_multiplicity": 2,
  "total_charge": 1,
  "e_lumo_ev": [-4.508, -7.160],
  "elements": ["C", "C", "C", "C", "C", "N", "H", "H", "H", "H", "H", "H", "H", "H", "H", "H", "H", "H", "H"],
  "xyz": [[-1.7504, 0.2076, -0.2516], [-0.6849, 0.2966, -1.1767], [0.6331, 0.4110, -0.8093], [-1.5326, -1.2659, -0.6089], [-0.5421, -1.8611, 0.4450], [2.8974, 2.2840, 1.7911], [-1.5799, 0.4613, 0.7062], [-2.7461, 0.4409, -0.5424], [-0.9734, 0.4120, -2.2685], [0.8742, 1.1342, -0.0462], [1.3597, -0.1888, -1.4402], [2.8894, 3.2121, 1.3269], [-2.5971, -1.6702, -0.3279], [-1.3251, -1.6394, -1.6300], [-0.2101, -2.9191, 0.4547], [-0.9247, -1.5359, 1.4901], [0.2779, -1.1107, 0.0873], [2.1493, 1.5665, 1.3296], [3.7854, 1.7648, 1.4708]],
  "atomic_forces_ev_per_a": [[-0.73, 0.72, -3.41], [-2.65, 2.40, -2.61], [2.19, -1.22, -1.18], [-2.09, -5.12, 2.53], [0.11, 2.23, 0.41], [-0.29, -3.17, -2.13], [0.84, 0.37, 3.35], [-0.47, 0.70, -0.55], [0.50, -0.43, 1.30], [0.45, -0.19, 0.13], [-0.42, 1.32, 1.05], [-0.20, -1.07, 0.07], [1.67, 0.52, -1.12], [-0.25, 0.42, 0.34], [-0.39, 0.83, -0.48], [0.91, -0.74, -1.71], [0.24, -1.84, 1.84], [2.03, 2.80, 1.42], [-1.43, 1.46, 0.76]],
  "lowdin_spin": [0.02, 0.22, 0.53, 0.05, 0.09, 0.00, 0.00, 0.00, 0.02, 0.02, 0.01, 0.00, 0.01, 0.01, 0.00, 0.00, 0.02, 0.00, 0.00]
}


(2)
{
  "formula": "C5H13N",
  "method": "ωB97M-V/def2-TZVPD",
  "homo_lumo_gap_ev": [12.571, 7.965],
  "s2": 0.754,
  "spin_multiplicity": 2,
  "total_charge": 1,
  "e_lumo_ev": [-3.185, -7.814],
  "elements": ["C", "N", "C", "C", "C", "C", "H", "H", "H", "H", "H", "H", "H", "H", "H", "H", "H", "H", "H"],
  "xyz": [[-1.8865, -1.6699, 0.1395], [-0.6200, -1.4437, -0.4739], [-0.2392, -0.1454, -0.8751], [0.9940, 0.4393, -0.1077], [0.8225, 0.2412, 1.4149], [1.1585, 1.8994, -0.4825], [-2.0054, -2.7016, 0.3822], [-1.9137, -1.0433, 1.0354], [-2.6851, -1.3143, -0.5187], [-0.2243, -2.0911, -1.1551], [0.0263, -0.1995, -1.9339], [-1.0438, 0.5869, -0.7721], [1.8515, -0.1859, -0.3509], [0.3867, -0.6783, 1.7663], [1.7309, 0.5430, 1.9054], [0.0228, 0.9411, 1.7109], [0.6124, 2.5719, 0.1772], [2.2048, 2.1772, -0.3616], [0.8077, 2.0730, -1.5004]],
  "atomic_forces_ev_per_a": [[0.34, 0.32, 0.68], [-0.33, 0.62, -1.83], [0.18, 1.16, -0.16], [0.05, -1.20, 1.29], [-1.60, 1.64, -0.65], [0.26, -0.03, -0.03], [-0.21, -0.65, 0.14], [-0.17, -0.07, 0.03], [0.00, -0.04, -0.18], [-0.06, -0.86, 0.81], [0.15, 0.02, -0.01], [-0.20, -0.30, 0.32], [0.16, 0.21, -0.61], [0.67, -0.89, -0.09], [0.26, -0.19, 0.42], [0.39, 0.21, 0.20], [-0.29, -0.19, 0.06], [0.02, 0.05, -0.34], [0.37, 0.18, -0.06]],
  "lowdin_spin": [0.08, 0.62, 0.09, 0.07, 0.01, 0.01, 0.00, 0.02, 0.04, 0.01, 0.02, 0.01, 0.00, 0.00, 0.00, 0.00, 0.00, 0.00, 0.00]
}


Listing energy for the structures above in their given order: -252.5981; -252.7345 a.u..